[1]
{"formula": "C36H54BN2NiP3S2", "method": "ωB97M-V with the def2-TZVPD basis set", "elements": ["Ni", "C", "C", "C", "C", "P", "C", "N", "B", "N", "C", "P", "C", "C", "C", "C", "C", "C", "C", "C", "C", "C", "C", "C", "C", "C", "C", "C", "C", "C", "H", "H", "H", "H", "H", "H", "H", "H", "H", "H", "H", "H", "H", "H", "H", "H", "H", "H", "H", "H", "H", "H", "H", "H", "H", "H", "H", "H", "H", "H", "H", "H", "H", "H", "H", "H", "H", "H", "H", "H", "H", "H", "H", "H", "S", "P", "S", "C", "C", "C", "C", "C", "C", "C", "C", "C", "C", "C", "C", "H", "H", "H", "H", "H", "H", "H", "H", "H", "H"], "positions_angstrom": [[0.358, 0.226, 0.153], [1.713, -3.773, 1.381], [1.634, -3.369, -0.094], [2.589, -4.231, -0.932], [0.227, -3.664, -0.580], [1.893, -1.507, -0.293], [2.126, -1.434, -2.142], [1.641, -0.138, -2.510], [0.989, 0.712, -1.554], [0.492, 1.819, -2.328], [-0.294, 2.843, -1.707], [0.004, 2.518, 0.100], [-1.505, 3.343, 0.881], [-2.666, 2.405, 0.613], [-1.336, 3.433, 2.403], [-1.872, 4.713, 0.293], [1.511, 3.618, 0.448], [2.495, 3.515, -0.725], [1.226, 5.114, 0.600], [2.185, 3.089, 1.716], [0.692, 1.564, -3.672], [0.334, 2.280, -4.797], [0.684, 1.763, -6.042], [1.382, 0.570, -6.153], [1.760, -0.150, -5.022], [1.409, 0.351, -3.784], [3.588, -1.103, 0.438], [4.699, -2.130, 0.222], [4.057, 0.209, -0.184], [3.394, -0.866, 1.940], [1.398, -4.816, 1.470], [1.038, -3.169, 1.988], [2.719, -3.701, 1.790], [2.263, -5.270, -0.843], [3.623, -4.188, -0.609], [2.548, -3.977, -1.991], [0.014, -4.727, -0.442], [0.073, -3.418, -1.631], [-0.480, -3.098, 0.002], [1.528, -2.224, -2.611], [3.174, -1.601, -2.423], [-1.363, 2.752, -1.936], [0.029, 3.852, -1.991], [-2.433, 1.439, 1.028], [-2.890, 2.282, -0.448], [-3.562, 2.787, 1.111], [-1.127, 2.449, 2.826], [-2.275, 3.786, 2.835], [-0.555, 4.122, 2.712], [-1.829, 4.727, -0.795], [-1.258, 5.524, 0.670], [-2.906, 4.934, 0.572], [2.162, 4.110, -1.575], [2.647, 2.505, -1.079], [3.462, 3.909, -0.402], [0.688, 5.516, -0.259], [2.182, 5.641, 0.658], [0.671, 5.354, 1.503], [2.489, 2.053, 1.582], [1.537, 3.136, 2.589], [3.078, 3.684, 1.926], [-0.214, 3.208, -4.715], [0.406, 2.302, -6.937], [1.639, 0.191, -7.133], [2.305, -1.080, -5.112], [4.858, -2.347, -0.835], [4.519, -3.064, 0.747], [5.632, -1.714, 0.611], [4.274, 0.121, -1.248], [4.970, 0.532, 0.322], [3.308, 0.980, -0.043], [3.130, -1.772, 2.479], [2.605, -0.135, 2.120], [4.324, -0.482, 2.365], [-0.683, -0.492, 2.234], [-2.176, -1.162, 1.063], [-1.779, -0.665, -0.830], [-3.804, -0.579, 1.643], [-3.994, -0.216, 2.971], [-5.241, 0.203, 3.403], [-6.302, 0.260, 2.510], [-6.113, -0.108, 1.185], [-4.867, -0.528, 0.753], [-2.509, -2.945, 1.279], [-2.229, -3.561, 2.493], [-2.527, -4.901, 2.676], [-3.111, -5.627, 1.648], [-3.396, -5.010, 0.438], [-3.096, -3.672, 0.253], [-3.154, -0.242, 3.656], [-5.383, 0.491, 4.435], [-7.274, 0.595, 2.845], [-6.936, -0.062, 0.486], [-4.709, -0.794, -0.285], [-1.754, -2.992, 3.284], [-2.301, -5.379, 3.619], [-3.341, -6.675, 1.788], [-3.846, -5.576, -0.366], [-3.288, -3.192, -0.699]], "lumo_ev": 0.640, "energy_ha": -4867.47997, "e_homo_ev": -7.11, "fmax_ha_per_bohr": 0.0127}

***

[2]
{"formula": "C2H8NO2P", "method": "ωB97M-V with the def2-TZVPD basis set", "elements": ["C", "C", "N", "O", "O", "P", "H", "H", "H", "H", "H", "H", "H", "H"], "positions_angstrom": [[-1.809, -0.657, -0.198], [0.850, 1.711, -0.034], [-0.608, -0.933, 0.613], [1.915, -0.749, 1.455], [1.323, -0.783, -1.150], [0.920, -0.275, 0.461], [-2.471, -0.057, 0.393], [-1.358, 0.027, -0.958], [-2.530, -1.573, -0.479], [1.230, 1.924, -1.015], [0.027, 2.313, 0.174], [-0.882, -1.337, 1.421], [2.054, 2.102, 0.767], [1.338, -1.713, -1.451]], "lumo_ev": 0.653, "energy_ha": -627.56188, "e_homo_ev": -9.88, "fmax_ha_per_bohr": 0.1344}

***

[3]
{"formula": "C51H58N7OP2Si2Ta", "method": "ωB97M-V with the def2-TZVPD basis set", "elements": ["Ta", "C", "Si", "C", "C", "N", "P", "C", "P", "N", "Si", "C", "C", "C", "C", "C", "C", "C", "C", "C", "C", "C", "C", "C", "C", "C", "C", "C", "C", "C", "C", "C", "C", "C", "C", "C", "C", "C", "H", "H", "H", "H", "H", "H", "H", "H", "H", "H", "H", "H", "H", "H", "H", "H", "H", "H", "H", "H", "H", "H", "H", "H", "H", "H", "H", "H", "H", "H", "H", "H", "H", "H", "H", "H", "H", "H", "C", "C", "C", "C", "C", "N", "C", "C", "C", "C", "C", "C", "C", "N", "C", "C", "C", "N", "C", "C", "N", "C", "C", "C", "N", "H", "H", "H", "H", "H", "H", "H", "H", "H", "H", "H", "H", "H", "H", "H", "H", "H", "H", "O", "H", "H"], "positions_angstrom": [[0.198, -0.341, -0.226], [-3.121, -2.147, -1.558], [-3.059, -0.281, -1.702], [-2.699, 0.183, -3.487], [-4.765, 0.319, -1.214], [-1.782, 0.361, -0.650], [-1.502, 1.931, -0.213], [0.156, 1.825, 0.119], [0.975, 1.657, 1.587], [1.064, -0.020, 1.608], [1.779, -1.220, 2.741], [2.698, -2.515, 1.749], [0.510, -2.133, 3.776], [2.964, -0.372, 3.906], [2.573, 2.498, 1.495], [2.995, 2.975, 0.254], [4.215, 3.622, 0.130], [5.020, 3.800, 1.247], [4.595, 3.351, 2.491], [3.373, 2.710, 2.618], [0.229, 2.295, 3.095], [0.435, 3.636, 3.424], [-0.163, 4.174, 4.552], [-0.980, 3.384, 5.350], [-1.196, 2.052, 5.021], [-0.592, 1.510, 3.898], [-2.598, 2.464, 1.116], [-3.595, 1.645, 1.633], [-4.415, 2.105, 2.655], [-4.235, 3.383, 3.162], [-3.241, 4.206, 2.647], [-2.427, 3.752, 1.624], [-1.823, 3.114, -1.544], [-3.122, 3.509, -1.865], [-3.348, 4.353, -2.940], [-2.279, 4.822, -3.696], [-0.981, 4.474, -3.353], [-0.752, 3.631, -2.274], [-3.718, -2.534, -2.389], [-3.623, -2.448, -0.636], [-2.145, -2.630, -1.595], [-3.579, -0.053, -4.093], [-1.874, -0.403, -3.902], [-2.488, 1.246, -3.631], [-5.462, 0.020, -2.003], [-4.868, 1.394, -1.083], [-5.104, -0.167, -0.296], [2.160, -2.858, 0.864], [2.848, -3.392, 2.385], [3.684, -2.177, 1.428], [0.020, -2.931, 3.216], [-0.258, -1.519, 4.244], [1.066, -2.614, 4.587], [3.808, 0.095, 3.397], [3.371, -1.138, 4.572], [2.475, 0.372, 4.538], [2.354, 2.833, -0.608], [4.533, 3.995, -0.835], [5.971, 4.308, 1.153], [5.209, 3.516, 3.366], [3.033, 2.401, 3.596], [1.075, 4.257, 2.808], [0.013, 5.209, 4.812], [-1.443, 3.805, 6.233], [-1.825, 1.433, 5.648], [-0.735, 0.464, 3.663], [-3.748, 0.657, 1.221], [-5.202, 1.471, 3.043], [-4.877, 3.745, 3.955], [-3.106, 5.205, 3.040], [-1.660, 4.401, 1.214], [-3.956, 3.178, -1.262], [-4.358, 4.655, -3.183], [-2.460, 5.482, -4.534], [-0.146, 4.876, -3.911], [0.263, 3.411, -1.960], [1.067, -7.432, 0.617], [0.845, -6.050, 0.072], [1.572, -5.564, -1.012], [1.400, -4.279, -1.481], [0.475, -3.394, -0.910], [0.332, -2.061, -1.391], [0.734, -1.978, -2.758], [-0.058, -2.487, -3.780], [0.342, -2.402, -5.102], [1.545, -1.789, -5.454], [1.962, -1.657, -6.892], [2.334, -1.271, -4.434], [1.944, -1.385, -3.105], [2.815, -0.905, -2.089], [4.159, -0.950, -2.133], [4.643, -0.429, -0.958], [3.507, -0.091, -0.231], [2.392, -0.378, -0.906], [-0.258, -3.897, 0.164], [-0.065, -5.185, 0.653], [-1.212, -3.080, 0.822], [-2.297, -3.474, 1.506], [-2.790, -2.380, 2.187], [-1.933, -1.341, 1.856], [-0.976, -1.768, 1.026], [1.367, -8.119, -0.173], [1.860, -7.426, 1.367], [0.167, -7.825, 1.088], [2.299, -6.207, -1.494], [1.997, -3.951, -2.321], [-0.994, -2.970, -3.523], [-0.291, -2.814, -5.878], [1.441, -2.378, -7.518], [1.729, -0.660, -7.268], [3.034, -1.812, -7.008], [3.260, -0.765, -4.679], [4.668, -1.368, -2.986], [5.671, -0.312, -0.664], [3.454, 0.336, 0.753], [-0.628, -5.509, 1.521], [-2.642, -4.493, 1.458], [-3.654, -2.345, 2.828], [-1.975, -0.306, 2.148], [0.356, 0.647, -2.421], [0.205, 0.158, -3.243], [-0.151, 1.470, -2.490]], "lumo_ev": -5.141, "energy_ha": -3755.28923, "e_homo_ev": -12.71, "total_charge": 2, "fmax_ha_per_bohr": 0.0144}

***

[4]
{"formula": "C9H10N2", "method": "ωB97M-V with the def2-TZVPD basis set", "elements": ["C", "C", "C", "C", "C", "C", "C", "C", "C", "N", "N", "H", "H", "H", "H", "H", "H", "H", "H", "H", "H"], "positions_angstrom": [[3.252, -0.443, 0.519], [2.863, 0.823, 0.091], [1.174, -0.575, -0.020], [-0.838, -2.278, -0.431], [-2.204, -1.839, -0.192], [-0.086, -1.179, -0.077], [-2.109, -0.587, 0.293], [-3.087, 0.458, 0.847], [0.879, 1.954, -0.720], [2.224, -1.348, 0.425], [1.543, 0.716, -0.269], [4.289, -0.580, 0.879], [3.300, 1.792, -0.219], [-0.591, -3.109, -0.987], [-3.091, -2.357, -0.481], [-4.025, -0.030, 0.637], [-2.966, 1.349, 0.250], [-2.780, 0.491, 1.876], [1.650, 2.412, -1.361], [-0.110, 1.751, -1.195], [0.712, 2.578, 0.138]], "lumo_ev": [0.292, 0.289], "energy_ha": -458.24522, "e_homo_ev": [-7.31, -7.31], "fmax_ha_per_bohr": 0.0987}